# C36H37Cl2N7

A cluster of 8 separate species, C36H37Cl2N7 in total (wB97M-V/def2-TZVPD, the Open Molecules 2025 dataset).

E_tot ... -2697.6059 Eh
LUMO energy ... 0.41 eV
Structure (SMILES) ... c1ccncc1.c1ccncc1.c1ccncc1.c1ccncc1.c1ccncc1.c1ccncc1.c1ccncc1.ClCCl
HOMO-LUMO gap ... 9.82 eV
Relative energy (zero: lowest compared OMol25 entry of this formula, charge and spin) ... 74.1 kJ/mol
Max |F| ... 1.6 eV/A
Highest occupied orbital energy ... -9.4 eV

Each line ends with the Mulliken charge.
Atoms and positions in Å:
C 2.6506 4.8059 -2.1799  -0.080
C 2.5790 4.2893 -3.4675  -0.537
C 3.6948 4.4522 -4.2741  -0.201
N 4.8357 5.0100 -3.8865  -0.581
C 4.8765 5.5481 -2.6657  -0.348
C 3.8217 5.4522 -1.7697  -0.381
H 1.7996 4.8322 -1.5119  0.475
H 1.6364 3.9930 -3.9056  0.374
H 3.6733 4.1800 -5.3239  0.360
H 5.7890 6.0710 -2.4102  0.385
H 3.8357 5.9447 -0.8075  0.540
C 6.6477 3.6976 0.9139  -0.454
C 7.4942 2.6802 1.2605  -0.372
C 6.9741 1.4152 1.5754  -0.267
N 5.7011 1.1268 1.3436  -0.510
C 4.8879 2.1280 0.9903  0.055
C 5.2850 3.4340 0.7464  -0.205
H 7.0476 4.6805 0.6914  0.375
H 8.5619 2.8196 1.3814  0.345
H 7.5895 0.7223 2.1342  0.384
H 3.8472 1.8977 0.7994  0.235
H 4.5324 4.1716 0.5245  0.394
C 0.5960 -4.1015 0.9776  0.165
C 0.8269 -3.2711 2.0753  -0.277
C 0.6810 -3.7467 3.3678  -0.435
N 0.3811 -5.0251 3.6019  -0.575
C 0.2416 -5.8616 2.5795  -0.476
C 0.3793 -5.4313 1.2597  -0.219
H 0.8123 -3.7581 -0.0246  0.325
H 1.0462 -2.2227 1.9087  0.398
H 0.8395 -3.1075 4.2262  0.392
H -0.1280 -6.8489 2.8252  0.352
H 0.2975 -6.1487 0.4492  0.378
C -4.8572 -0.4782 -1.1566  0.194
C -5.0860 -1.6642 -1.8462  -0.821
C -4.0492 -2.1603 -2.6051  -0.161
N -2.8661 -1.5436 -2.7632  -0.421
C -2.6801 -0.4206 -2.0838  -0.680
C -3.6258 0.1440 -1.2033  -0.069
H -5.6252 -0.0722 -0.5062  0.389
H -6.0305 -2.1837 -1.7820  0.410
H -4.2355 -3.0446 -3.2043  0.401
H -1.6647 -0.0404 -2.0683  0.610
H -3.4029 1.0236 -0.6206  0.171
C 0.0408 -3.6120 -2.6603  -0.099
C 1.2939 -4.0020 -3.0903  -0.488
C 1.5326 -5.3760 -3.1752  -0.205
N 0.6199 -6.3121 -2.8887  -0.609
C -0.6111 -5.9103 -2.5805  -0.485
C -0.9411 -4.5599 -2.5064  -0.156
H -0.2487 -2.5772 -2.5129  0.570
H 2.0930 -3.2975 -3.2741  0.380
H 2.4980 -5.7173 -3.5254  0.367
H -1.3437 -6.6703 -2.3397  0.400
H -1.9500 -4.2882 -2.2229  0.295
C -0.8419 0.8977 1.2023  -0.148
C -0.5091 -0.2967 0.6110  -0.018
C 0.6376 -0.3583 -0.2098  -0.486
N 1.4880 0.6462 -0.3431  -0.538
C 1.1765 1.8163 0.2396  -0.111
C 0.0577 1.9527 1.0413  -0.682
H -1.6559 1.0701 1.8923  0.262
H -1.0905 -1.2012 0.7390  0.487
H 0.9157 -1.3005 -0.6660  0.471
H 1.8721 2.6239 0.0575  0.339
H -0.1794 2.9360 1.4309  0.393
C -5.9381 3.9955 2.6187  -0.099
C -5.9207 3.6326 1.2793  -0.919
C -5.0792 2.6083 0.8784  0.065
N -4.2076 2.0324 1.6922  -0.090
C -4.2178 2.4043 2.9784  -0.134
C -5.0581 3.3643 3.5087  -0.690
H -6.5847 4.7670 3.0145  0.378
H -6.5826 4.1375 0.5890  0.372
H -5.0083 2.3459 -0.1722  0.384
H -3.5305 1.8309 3.5914  0.384
H -5.1062 3.5424 4.5723  0.369
Cl -3.0019 -2.3819 4.8778  -0.190
C -3.3831 -2.9722 3.2071  0.395
Cl -5.0954 -2.9775 2.8752  -0.154
H -2.8714 -2.2526 2.5773  -0.296
H -2.8800 -3.9290 3.1279  0.247

=====

# C16H15N2O6SV

A structure of composition C16H15N2O6SV (wB97M-V/def2-TZVPD, the Open Molecules 2025 dataset).

E_tot ... -2521.1812 Eh
LUMO energy (spin up / spin down) ... -10.32 / -10.43 eV
Total charge ... +2
HOMO-LUMO gap (spin up / spin down) ... 4.20 / 4.12 eV
Max |F| ... 3.0 eV/A
Highest occupied orbital energy (spin up / spin down) ... -14.5 / -14.6 eV

Each line ends with the Mulliken charge.
Atoms and positions in Å:
V -0.2235 -0.7118 -0.1621  0.897
C -4.0072 -2.0688 0.1892  -0.799
O -4.7508 -0.8709 -0.0525  -0.385
C -4.1439 0.3212 -0.2580  0.294
C -5.0514 1.3889 -0.3739  -0.676
C -4.6081 2.6978 -0.4819  -0.705
C -3.2481 2.9735 -0.4715  -0.907
C -2.3199 1.9177 -0.3524  0.470
C -0.9357 2.2131 -0.3065  -0.162
N -0.0008 1.2810 -0.1859  0.196
N 1.2641 1.6721 -0.0536  -0.937
C 2.0268 0.6618 0.2970  1.042
O 1.4620 -0.5104 0.4319  -0.609
C 3.4313 0.8724 0.5578  0.501
C 4.2585 -0.1273 1.0722  -0.319
C 5.5904 0.1577 1.3326  -0.689
C 6.1120 1.4167 1.0654  -0.380
C 5.2924 2.4149 0.5488  -0.629
C 3.9576 2.1511 0.2924  -0.277
C -2.7806 0.6018 -0.2876  1.232
O -1.8830 -0.3397 -0.2480  -0.183
H -4.7599 -2.7702 0.5427  0.321
H -3.2232 -1.9420 0.9344  0.247
H -3.5484 -2.4583 -0.7246  0.448
H -6.1107 1.1582 -0.3498  0.510
H -5.3299 3.5230 -0.5404  0.422
H -2.8750 4.0007 -0.5373  0.441
H -0.6048 3.2557 -0.3320  0.485
H 3.8611 -1.1347 1.2298  0.370
H 6.2540 -0.6452 1.6515  0.389
H 7.1712 1.6221 1.2125  0.411
H 5.6898 3.4145 0.3248  0.388
H 3.3113 2.9360 -0.1077  0.389
C 0.6758 -4.3697 -0.7774  -1.053
S -0.4933 -3.0487 -0.7321  1.712
O -1.7916 -3.4321 -1.1617  -0.595
O -0.4699 -2.4516 0.6720  -0.528
O 0.0615 -1.8838 -1.5846  -0.490
H 0.1000 -5.3064 -0.8673  0.402
H 1.2425 -4.3658 0.1744  0.375
H 1.3974 -4.2145 -1.5805  0.380